ORCA calculation (the ωB97M-V functional and the def2-TZVPD basis) on C64H64O4P2Pd as an isolated structure at a distorted geometry.

Each line ends with the Mulliken charge.
Element x y z (Å)
1 C -4.524 0.949 -2.888  -1.07
2 C -3.235 1.646 -2.553  -0.39
3 O -2.725 0.947 -1.407  -0.04
4 C -1.505 1.392 -1.028  -0.11
5 C -0.877 0.666 0.071  1.56
6 C 0.309 1.345 0.708  0.33
7 C 1.356 1.872 -0.275  -0.23
8 C 2.428 2.710 0.412  -0.14
9 C 1.851 3.859 1.238  -0.97
10 C 0.860 3.339 2.276  -0.89
11 C -0.220 2.487 1.623  -0.77
12 C -1.680 0.005 1.113  -0.25
13 O -1.145 -0.392 2.153  -0.73
14 O -3.011 -0.156 0.923  -0.26
15 C -3.660 -0.654 2.125  -0.08
16 C -5.104 -0.804 1.772  -0.90
17 O -1.004 2.347 -1.629  -0.77
18 H -5.046 1.511 -3.666  0.47
19 H -4.333 -0.067 -3.257  0.15
20 H -5.178 0.882 -2.006  0.22
21 H -2.500 1.582 -3.368  0.32
22 H -3.404 2.703 -2.297  0.32
23 H 0.783 0.586 1.341  0.30
24 H 1.797 1.014 -0.808  -0.48
25 H 0.814 2.471 -1.017  0.44
26 H 2.989 2.039 1.072  -0.17
27 H 3.136 3.086 -0.336  0.36
28 H 2.660 4.407 1.734  0.40
29 H 1.328 4.558 0.570  0.36
30 H 1.381 2.737 3.034  0.34
31 H 0.371 4.167 2.803  0.44
32 H -0.860 3.115 0.986  0.27
33 H -0.864 2.033 2.386  0.23
34 H -3.203 -1.602 2.437  0.08
35 H -3.518 0.087 2.924  0.34
36 H -5.682 -1.064 2.659  0.45
37 H -5.495 0.133 1.367  0.31
38 H -5.254 -1.594 1.033  -0.01
39 C 3.037 -5.442 -5.677  -0.88
40 C 2.748 -6.024 -4.456  -0.50
41 C 1.758 -5.412 -3.609  -0.74
42 C 1.250 -4.088 -3.944  0.35
43 C 0.348 -3.495 -2.987  -0.43
44 C -0.049 -2.164 -2.927  -1.07
45 C -1.228 -1.774 -2.256  0.42
46 C -2.345 -2.665 -2.143  0.41
47 C -3.411 -2.350 -1.250  0.54
48 C -4.323 -3.318 -0.857  -0.83
49 C -4.259 -4.606 -1.397  -0.77
50 C -3.316 -4.904 -2.386  -0.67
51 C -2.450 -3.912 -2.835  -0.72
52 Pd 3.056 -4.358 -2.300  0.68
53 P 4.682 -2.820 -2.626  1.73
54 C 4.575 -2.069 -4.274  0.55
55 C 5.314 -2.573 -5.354  -0.50
56 C 5.122 -2.053 -6.636  -0.64
57 C 4.200 -1.026 -6.849  -0.70
58 C 3.450 -0.530 -5.779  -0.68
59 C 3.637 -1.044 -4.494  -0.38
60 C 4.732 -1.374 -1.539  -0.19
61 C 5.438 -0.219 -1.921  -0.65
62 C 5.568 0.845 -1.029  -0.88
63 C 5.011 0.756 0.251  -0.58
64 C 4.302 -0.388 0.635  -0.63
65 C 4.158 -1.446 -0.260  -0.14
66 C 6.315 -3.596 -2.513  0.36
67 C 7.375 -2.974 -1.827  -0.52
68 C 8.582 -3.650 -1.649  -0.76
69 C 8.758 -4.932 -2.183  -0.65
70 C 7.713 -5.550 -2.876  -0.71
71 C 6.487 -4.897 -3.021  -0.14
72 P 2.628 -5.173 -0.215  1.87
73 C 2.326 -6.954 -0.341  1.01
74 C 3.366 -7.874 -0.130  -0.72
75 C 3.156 -9.230 -0.392  -0.58
76 C 1.900 -9.681 -0.817  -0.70
77 C 0.859 -8.770 -1.026  -0.86
78 C 1.079 -7.408 -0.814  -0.68
79 C 3.881 -4.774 1.028  0.53
80 C 3.533 -4.178 2.255  -0.29
81 C 4.526 -3.632 3.070  -0.78
82 C 5.871 -3.719 2.697  -0.64
83 C 6.228 -4.370 1.512  -0.82
84 C 5.241 -4.903 0.686  -0.25
85 C 1.075 -4.597 0.515  0.19
86 C 0.321 -5.376 1.415  -0.55
87 C -0.927 -4.936 1.851  -1.46
88 C -1.440 -3.720 1.389  -0.51
89 C -0.645 -2.918 0.574  1.84
90 C 0.612 -3.325 0.160  -1.61
91 C 1.557 -3.568 -5.221  -0.20
92 C 2.421 -4.247 -6.066  -0.87
93 H 3.718 -5.939 -6.374  0.40
94 H 3.156 -6.996 -4.170  0.56
95 H 1.132 -6.027 -2.957  0.60
96 H -0.089 -4.202 -2.267  0.90
97 H 0.597 -1.387 -3.353  0.31
98 H -1.330 -0.765 -1.871  0.39
99 H -3.451 -1.342 -0.832  0.49
100 H -5.084 -3.073 -0.120  0.29
101 H -4.950 -5.367 -1.049  0.42
102 H -3.256 -5.913 -2.797  0.43
103 H -1.808 -4.110 -3.702  0.72
104 H 6.029 -3.378 -5.192  0.34
105 H 5.689 -2.466 -7.472  0.41
106 H 4.054 -0.619 -7.851  0.35
107 H 2.709 0.255 -5.942  0.48
108 H 3.043 -0.661 -3.663  0.46
109 H 5.898 -0.156 -2.909  0.51
110 H 6.105 1.747 -1.325  0.45
111 H 5.123 1.584 0.954  0.47
112 H 3.866 -0.463 1.635  0.42
113 H 3.628 -2.352 0.041  -0.26
114 H 7.250 -1.971 -1.417  0.31
115 H 9.385 -3.173 -1.086  0.43
116 H 9.706 -5.453 -2.049  0.39
117 H 7.843 -6.547 -3.299  0.41
118 H 5.649 -5.409 -3.500  0.28
119 H 4.330 -7.525 0.246  0.33
120 H 3.971 -9.941 -0.263  0.42
121 H 1.727 -10.746 -0.989  0.36
122 H -0.126 -9.113 -1.350  0.43
123 H 0.269 -6.700 -1.013  0.58
124 H 2.489 -4.135 2.568  0.33
125 H 4.247 -3.133 4.000  0.43
126 H 6.645 -3.285 3.332  0.39
127 H 7.277 -4.462 1.223  0.40
128 H 5.522 -5.394 -0.248  0.40
129 H 0.699 -6.341 1.756  0.61
130 H -1.523 -5.538 2.535  0.40
131 H -2.449 -3.395 1.639  0.29
132 H -1.020 -1.965 0.214  -0.73
133 H 1.191 -2.681 -0.504  0.44
134 H 1.063 -2.648 -5.546  0.52
135 H 2.631 -3.849 -7.061  0.40

## Properties
E_HOMO (eV): -6.2
Net charge: 0

---

ORCA calculation (the ωB97M-V functional and the def2-TZVPD basis) on C64H67BiBrGeN4O4PS as an isolated structure at a distorted geometry.

Each line ends with the natural charge from an NBO analysis.
Element x y z (Å)
1 Bi 0.184 0.417 -0.036  1.55
2 C -5.337 2.426 0.209  -0.63
3 C -3.935 2.978 0.194  -0.05
4 C -3.656 4.299 -0.136  -0.15
5 C -2.351 4.760 -0.157  -0.26
6 C -1.361 3.849 0.157  0.17
7 Br 0.466 4.380 0.159  0.08
8 N -1.588 2.596 0.488  -0.50
9 C -2.855 2.162 0.501  0.06
10 H -6.073 3.221 0.329  0.22
11 H -5.461 1.709 1.021  0.23
12 H -5.554 1.900 -0.724  0.23
13 H -4.467 4.975 -0.388  0.22
14 H -2.103 5.778 -0.422  0.24
15 H -2.989 1.111 0.747  0.25
16 C 4.760 2.865 -4.038  -0.24
17 C 3.456 3.164 -3.666  -0.16
18 C 2.909 2.587 -2.524  -0.26
19 C 3.650 1.712 -1.719  -0.41
20 C 4.972 1.455 -2.093  -0.21
21 C 5.517 2.013 -3.245  -0.21
22 Ge 2.901 1.064 0.005  0.88
23 C 4.005 -0.497 0.542  -0.43
24 C 4.524 -1.371 -0.418  -0.21
25 C 5.244 -2.502 -0.057  -0.21
26 C 5.433 -2.810 1.284  -0.21
27 C 4.887 -1.983 2.256  -0.22
28 C 4.182 -0.844 1.885  -0.15
29 C 3.439 2.576 1.188  -0.42
30 C 3.479 2.472 2.581  -0.16
31 C 3.943 3.514 3.377  -0.22
32 C 4.368 4.698 2.793  -0.22
33 C 4.302 4.838 1.413  -0.21
34 C 3.840 3.792 0.623  -0.22
35 H 5.189 3.310 -4.929  0.21
36 H 2.864 3.856 -4.254  0.21
37 H 1.895 2.850 -2.245  0.22
38 H 5.603 0.840 -1.464  0.22
39 H 6.544 1.790 -3.516  0.21
40 H 4.357 -1.178 -1.471  0.22
41 H 5.640 -3.155 -0.826  0.21
42 H 5.991 -3.694 1.570  0.21
43 H 5.003 -2.230 3.306  0.21
44 H 3.777 -0.221 2.671  0.19
45 H 3.132 1.571 3.072  0.19
46 H 3.966 3.400 4.456  0.21
47 H 4.744 5.508 3.407  0.21
48 H 4.615 5.767 0.946  0.21
49 H 3.797 3.930 -0.452  0.22
50 C -1.611 0.640 6.147  -0.61
51 C -1.906 0.136 4.735  -0.51
52 C -3.347 0.481 4.327  -0.61
53 P -0.774 0.654 3.347  0.85
54 C 0.646 -0.555 3.512  -0.51
55 C 1.156 -0.935 4.905  -0.62
56 C 0.285 -1.860 2.770  -0.62
57 C -0.025 2.313 3.747  -0.52
58 C 0.941 2.498 4.918  -0.61
59 C -1.133 3.378 3.806  -0.61
60 H -2.293 0.163 6.858  0.21
61 H -1.769 1.719 6.219  0.20
62 H -0.592 0.420 6.465  0.21
63 H -1.820 -0.956 4.727  0.22
64 H -3.473 1.563 4.216  0.20
65 H -4.057 0.138 5.087  0.20
66 H -3.607 0.010 3.376  0.23
67 H 1.462 -0.063 2.963  0.21
68 H 0.398 -1.512 5.443  0.21
69 H 1.430 -0.080 5.519  0.21
70 H 2.040 -1.576 4.805  0.21
71 H -0.333 -2.499 3.409  0.21
72 H 1.187 -2.421 2.507  0.22
73 H -0.293 -1.700 1.854  0.22
74 H 0.550 2.500 2.830  0.23
75 H 0.445 2.369 5.881  0.21
76 H 1.343 3.516 4.881  0.21
77 H 1.792 1.822 4.867  0.20
78 H -1.560 3.438 4.810  0.20
79 H -1.945 3.167 3.107  0.21
80 H -0.726 4.363 3.561  0.22
81 C 0.144 -7.523 3.074  -0.63
82 C -1.107 -6.700 2.892  -0.02
83 C -2.229 -6.960 3.670  -0.22
84 C -3.371 -6.181 3.549  -0.21
85 C -3.413 -5.171 2.606  -0.22
86 C -2.313 -4.921 1.786  0.13
87 N -2.428 -3.888 0.825  -0.64
88 C -2.267 -4.020 -0.534  0.21
89 C -2.131 -5.282 -1.138  -0.29
90 C -1.980 -5.401 -2.506  -0.17
91 C -1.966 -4.275 -3.325  -0.31
92 C -2.083 -3.028 -2.738  -0.10
93 C -2.238 -2.872 -1.359  -0.18
94 C -2.237 -1.485 -0.778  0.77
95 O -2.556 -1.309 0.420  -0.74
96 O -1.740 -0.551 -1.500  -0.84
97 C -1.130 -5.655 1.954  0.04
98 C 0.126 -5.306 1.199  -0.67
99 H -0.039 -8.364 3.741  0.21
100 H 0.950 -6.921 3.504  0.22
101 H 0.509 -7.910 2.121  0.22
102 H -2.202 -7.776 4.385  0.20
103 H -4.233 -6.378 4.176  0.21
104 H -4.306 -4.569 2.473  0.22
105 H -2.654 -2.945 1.122  0.45
106 H -2.155 -6.167 -0.515  0.22
107 H -1.871 -6.388 -2.941  0.21
108 H -1.857 -4.370 -4.398  0.21
109 H -2.063 -2.132 -3.345  0.20
110 H 0.421 -6.101 0.505  0.22
111 H 0.956 -5.161 1.896  0.22
112 H 0.007 -4.392 0.621  0.24
113 O 1.240 -0.966 -2.646  -0.52
114 C 0.662 0.137 -3.027  0.84
115 N 0.425 0.326 -4.319  -0.58
116 C -0.570 1.394 -4.469  0.01
117 C -0.618 1.909 -3.007  0.72
118 O -1.243 2.860 -2.636  -0.55
119 N 0.235 1.114 -2.225  -0.76
120 C -1.902 0.786 -4.915  0.05
121 C -1.964 0.222 -6.189  -0.25
122 C -3.116 -0.418 -6.615  -0.19
123 C -4.222 -0.489 -5.772  -0.20
124 C -4.167 0.091 -4.514  -0.20
125 C -3.010 0.728 -4.081  -0.21
126 C -0.114 2.500 -5.410  -0.08
127 C -0.976 3.565 -5.662  -0.13
128 C -0.585 4.585 -6.512  -0.22
129 C 0.665 4.548 -7.124  -0.21
130 C 1.521 3.488 -6.875  -0.21
131 C 1.134 2.464 -6.016  -0.21
132 H 0.496 -0.441 -4.970  0.43
133 H -1.109 0.295 -6.856  0.21
134 H -3.153 -0.863 -7.603  0.22
135 H -5.120 -1.001 -6.095  0.22
136 H -5.023 0.032 -3.851  0.22
137 H -2.965 1.149 -3.085  0.25
138 H -1.951 3.588 -5.189  0.22
139 H -1.257 5.414 -6.702  0.22
140 H 0.966 5.343 -7.796  0.22
141 H 2.498 3.455 -7.344  0.22
142 H 1.810 1.643 -5.814  0.23
143 S 1.506 -2.815 -0.879  0.12
144 C 1.109 -1.320 -1.240  -0.34

## Properties
E_HOMO (eV): -7.1
Net charge: 0

---

ORCA calculation (the ωB97M-V functional and the def2-TZVPD basis) on C64H74BF8N3O4Si2 as an isolated structure at a distorted geometry.

Each line ends with the Mulliken charge.
Element x y z (Å)
1 C 5.292 -2.127 3.871  -0.67
2 C 4.306 -1.428 3.321  -0.35
3 C 3.335 -0.327 2.679  0.05
4 Si 3.118 -0.447 0.772  -0.62
5 C 1.984 1.062 0.282  -0.41
6 C 1.226 0.852 -1.126  0.37
7 C 0.016 1.878 -1.412  -1.15
8 C -1.128 1.916 -0.275  0.38
9 C -2.397 0.942 -0.567  -0.14
10 N -3.149 0.834 0.753  -0.60
11 O 2.512 -1.973 0.198  0.20
12 Si 1.006 -2.427 0.928  -0.75
13 N 0.304 -3.702 -0.158  -0.39
14 C 0.216 -3.220 -1.579  -0.07
15 C 1.590 -3.565 -2.404  -0.50
16 O -0.196 -1.158 1.000  0.77
17 C -0.325 -0.602 2.296  0.55
18 N -0.691 -0.333 3.439  -0.67
19 B 1.341 -3.328 2.628  -0.16
20 O 0.447 -3.356 3.770  -0.62
21 O 2.596 -4.074 2.735  -0.63
22 C 4.775 -0.136 -0.212  0.65
23 C 4.918 -1.302 -1.364  -1.17
24 C 6.095 -0.258 0.707  -0.88
25 C 6.346 0.998 1.699  0.26
26 C 6.120 2.451 0.967  -0.91
27 H 5.776 -2.991 4.472  0.30
28 H 2.310 -0.442 3.229  0.50
29 H 3.658 0.772 2.899  0.58
30 H 1.308 1.352 1.164  0.47
31 H 2.734 1.942 0.122  0.49
32 H 2.023 1.050 -1.957  0.48
33 H 0.840 -0.215 -1.317  -0.66
34 H -0.501 1.509 -2.391  0.33
35 H 0.343 2.963 -1.629  0.37
36 H -0.770 1.674 0.789  0.02
37 H -1.561 2.998 -0.226  -0.12
38 H -3.118 1.355 -1.362  0.32
39 H -2.086 -0.131 -0.839  -0.09
40 H -2.840 1.565 1.415  0.33
41 H -2.913 -0.067 1.202  0.11
42 H -0.684 -3.791 0.183  0.28
43 H -0.605 -3.872 -2.092  0.43
44 H -0.128 -2.130 -1.707  -0.04
45 H 2.000 -2.604 -2.906  0.13
46 H 1.417 -4.415 -3.180  0.30
47 H 2.382 -3.884 -1.616  -0.07
48 H 0.546 -2.537 4.318  0.35
49 H 2.860 -4.140 3.693  0.28
50 H 4.743 0.865 -0.788  0.50
51 H 4.004 -1.235 -2.082  0.21
52 H 5.921 -1.172 -1.933  0.45
53 H 4.974 -2.348 -0.856  0.14
54 H 6.159 -1.284 1.254  -0.04
55 H 7.004 -0.264 -0.028  0.48
56 H 5.803 0.924 2.710  0.23
57 H 7.486 0.975 1.955  -0.28
58 H 6.800 2.498 0.033  0.20
59 H 4.999 2.512 0.731  0.15
60 H 6.452 3.240 1.735  0.39
61 F 2.892 -5.248 -4.967  -0.29
62 C 3.771 -6.094 -4.407  0.15
63 C 4.018 -7.317 -5.011  -0.40
64 C 4.933 -8.193 -4.434  -0.42
65 C 5.582 -7.840 -3.252  -0.42
66 C 5.322 -6.610 -2.651  -0.55
67 C 4.416 -5.730 -3.234  0.07
68 H 3.497 -7.578 -5.926  0.41
69 H 5.139 -9.150 -4.903  0.36
70 H 6.292 -8.525 -2.800  0.36
71 H 5.826 -6.339 -1.729  0.37
72 H 4.209 -4.766 -2.784  0.39
73 F 9.819 -1.318 1.514  -0.35
74 C 9.886 -1.316 2.854  0.22
75 C 8.905 -1.970 3.585  -0.02
76 C 8.977 -1.973 4.976  -0.39
77 C 10.023 -1.313 5.619  -0.57
78 C 10.999 -0.655 4.874  -0.35
79 C 10.933 -0.661 3.484  -0.43
80 H 8.095 -2.471 3.068  0.41
81 H 8.219 -2.488 5.558  0.26
82 H 10.075 -1.311 6.704  0.38
83 H 11.809 -0.137 5.376  0.40
84 H 11.688 -0.161 2.888  0.45
85 F -3.545 -2.534 0.161  -0.26
86 C -4.638 -2.583 0.942  0.21
87 C -4.600 -3.308 2.124  -0.39
88 C -5.730 -3.354 2.936  -0.63
89 C -6.889 -2.683 2.550  -0.23
90 C -6.918 -1.962 1.359  -0.62
91 C -5.785 -1.907 0.554  -0.16
92 H -3.692 -3.830 2.404  0.44
93 H -5.708 -3.912 3.866  0.38
94 H -7.772 -2.723 3.181  0.37
95 H -7.823 -1.444 1.059  0.39
96 H -5.788 -1.343 -0.372  0.46
97 F -9.840 -3.015 4.357  -0.33
98 C -10.875 -3.447 3.619  0.35
99 C -11.405 -4.706 3.859  -0.44
100 C -12.481 -5.152 3.097  -0.38
101 C -13.008 -4.337 2.097  -0.49
102 C -12.465 -3.077 1.861  -0.39
103 C -11.396 -2.626 2.630  -0.23
104 H -10.976 -5.329 4.636  0.40
105 H -12.908 -6.132 3.282  0.35
106 H -13.845 -4.688 1.500  0.37
107 H -12.875 -2.445 1.079  0.38
108 H -10.967 -1.644 2.466  0.41
109 F -1.985 4.965 -0.218  -0.31
110 C -3.081 5.549 -0.730  0.32
111 C -3.713 4.971 -1.821  -0.08
112 C -4.852 5.573 -2.349  -0.50
113 C -5.339 6.752 -1.786  -0.52
114 C -4.693 7.325 -0.694  -0.49
115 C -3.561 6.718 -0.159  -0.53
116 H -3.315 4.059 -2.250  0.42
117 H -5.359 5.125 -3.198  0.45
118 H -6.221 7.221 -2.200  0.44
119 H -5.071 8.245 -0.260  0.36
120 H -3.050 7.145 0.696  0.41
121 F -6.222 8.474 -3.644  -0.26
122 C -5.669 8.714 -4.844  0.47
123 C -4.885 7.738 -5.442  -0.01
124 C -4.317 7.985 -6.688  -0.52
125 C -4.530 9.210 -7.317  -0.47
126 C -5.315 10.185 -6.706  -0.44
127 C -5.892 9.934 -5.465  -0.51
128 H -4.724 6.794 -4.933  0.24
129 H -3.709 7.225 -7.168  0.35
130 H -4.083 9.404 -8.288  0.36
131 H -5.476 11.140 -7.196  0.35
132 H -6.513 10.678 -4.978  0.40
133 F -10.435 -1.863 -1.589  -0.32
134 C -9.399 -2.176 -2.382  0.38
135 C -9.277 -3.470 -2.866  -0.41
136 C -8.205 -3.794 -3.692  -0.35
137 C -7.260 -2.822 -4.016  -0.54
138 C -7.389 -1.527 -3.521  -0.36
139 C -8.467 -1.201 -2.704  -0.39
140 H -10.018 -4.215 -2.596  0.42
141 H -8.105 -4.802 -4.082  0.37
142 H -6.422 -3.077 -4.658  0.38
143 H -6.650 -0.772 -3.771  0.41
144 H -8.588 -0.195 -2.316  0.42
145 F 10.431 2.991 5.102  -0.27
146 C 10.275 3.922 4.152  0.11
147 C 10.596 5.243 4.426  -0.42
148 C 10.434 6.205 3.433  -0.43
149 C 9.942 5.835 2.181  -0.47
150 C 9.619 4.505 1.920  -0.41
151 C 9.792 3.542 2.910  -0.13
152 H 10.968 5.512 5.407  0.41
153 H 10.689 7.240 3.633  0.36
154 H 9.811 6.587 1.408  0.37
155 H 9.233 4.220 0.947  0.39
156 H 9.554 2.501 2.721  0.48

## Properties
E_HOMO (eV): -8.8
Net charge: 0